No. 1
Entry from the Open Molecules 2025 dataset: a structure of composition C26H19F4IrN10S2 in a non-equilibrium geometry (ωB97M-V with the def2-TZVPD basis set).

```
62
Properties=species:S:1:pos:R:3:mulliken_charge:R:1
Ir 0.8904 0.7096 1.3372 1.377
N -0.7695 2.4657 1.9194 -0.501
C -1.2549 2.1014 3.2104 0.959
C -1.1952 3.0113 4.2583 -0.830
C -1.6792 2.6762 5.5092 -0.818
C -2.2067 1.4097 5.7233 -0.820
C -2.2664 0.5030 4.6814 -0.881
C -1.7849 0.8224 3.4109 0.719
C -1.8464 -0.1844 2.3328 0.786
C -3.0096 -0.9649 2.2451 -0.581
C -3.1678 -1.9259 1.2672 -0.995
C -2.1336 -2.1705 0.3757 -0.693
C -0.9715 -1.4192 0.4548 -0.545
C -0.8132 -0.4146 1.4113 -0.468
H -0.5014 3.4430 1.8970 0.223
H -1.4474 2.2723 1.1852 0.276
H -0.8025 4.0062 4.0789 0.339
H -1.6764 3.3990 6.3126 0.428
H -2.5569 1.1318 6.7072 0.440
H -2.6634 -0.4873 4.8555 0.560
H -3.8132 -0.7738 2.9423 0.582
H -4.0921 -2.4822 1.1994 0.423
H -2.2226 -2.9409 -0.3783 0.478
H -0.1655 -1.6334 -0.2400 0.491
N 2.6184 2.3706 1.0202 -0.583
N 3.6272 1.9991 0.1302 -0.281
C 3.9534 0.7182 -0.0871 0.885
N 4.9903 0.4785 -0.8816 -0.402
S 3.1052 -0.5666 0.6016 -0.379
H 2.1188 3.1606 0.6241 0.323
H 3.0181 2.6659 1.9103 0.267
H 4.2046 2.7291 -0.2646 0.216
H 5.5390 1.2190 -1.2902 0.205
H 5.2494 -0.4712 -1.0932 0.215
F 0.9612 -1.1036 -2.8151 -0.235
C 0.1774 -0.9138 -3.8775 0.205
C 0.3476 -1.6988 -4.9703 0.001
F 1.2870 -2.6200 -4.9397 -0.279
C -0.4525 -1.5251 -6.1448 0.105
C -1.4656 -0.5159 -6.0681 0.328
C -1.6384 0.2542 -4.9580 -0.009
F -2.5816 1.1768 -4.9574 -0.281
C -0.8141 0.1016 -3.8113 0.595
C -0.9771 0.8899 -2.6617 0.550
C -0.1319 0.8758 -1.5579 0.889
N 0.4615 1.0037 -0.5774 -0.754
C -2.0723 1.7717 -2.4357 -0.433
N -2.9283 2.4672 -2.1095 -0.462
F -2.2664 -0.3233 -7.0892 -0.255
C -0.2435 -2.2709 -7.2989 1.116
C 0.6810 -3.3420 -7.3717 -0.108
N 1.4258 -4.2109 -7.4826 -0.367
C -0.8842 -1.9820 -8.5293 -0.129
N -1.3434 -1.7527 -9.5584 -0.340
N 2.5312 -1.5391 5.0293 -0.419
C 1.8996 -1.2633 3.8953 1.009
N 1.6657 -2.2247 3.0118 -0.247
S 1.3731 0.3457 3.6475 -0.514
H 2.8599 -2.4673 5.2423 0.206
H 2.6836 -0.8167 5.7130 0.222
H 1.9982 -3.1664 3.1489 0.227
H 1.1723 -2.0076 2.1601 -0.036
```

Results
* E_LUMO (spin up / spin down): -8.2 / -8.2 eV
* total charge: +2
* orbital gap (spin up / spin down): 4.939 / 4.937 eV


No. 2
Entry from the Open Molecules 2025 dataset: a structure of composition C26H19MgN9O in a non-equilibrium geometry (ωB97M-V with the def2-TZVPD basis set).

```
56
Properties=species:S:1:pos:R:3:mulliken_charge:R:1
Mg -2.5747 -2.7028 0.0378 0.868
C 5.9848 7.9070 -0.1098 -0.851
O 6.3117 6.5324 -0.0824 -0.447
C 5.3275 5.6384 -0.0651 0.922
C 3.9585 5.9461 -0.0704 -0.391
C 3.0279 4.9360 -0.0519 -0.903
C 3.4203 3.5913 -0.0289 0.499
C 4.7941 3.2879 -0.0226 -0.496
C 5.7268 4.2894 -0.0399 -0.810
C 2.4167 2.5736 -0.0150 0.247
N 1.1050 2.7713 -0.0098 -0.831
C 0.5406 1.5510 0.0008 0.777
C 1.5368 0.5536 0.0016 0.055
N 2.7128 1.2322 -0.0081 -0.137
C 1.2465 -0.8189 0.0122 0.425
C 2.2266 -1.8259 0.0130 -0.707
C 1.8286 -3.1369 0.0310 -1.022
C 0.4599 -3.4232 0.0473 0.769
N -0.4893 -2.5047 0.0408 -0.397
C -0.1308 -1.2046 0.0234 0.269
C -1.1594 -0.2055 0.0213 0.293
N -2.4462 -0.6145 0.0324 -0.481
C -3.4067 0.2955 0.0353 0.825
C -3.1708 1.6700 0.0257 -0.960
C -1.8707 2.1202 0.0130 -0.560
C -0.8321 1.1815 0.0111 0.350
H 6.9339 8.4358 -0.1204 0.245
H 5.4185 8.1880 0.7816 0.352
H 5.4185 8.1522 -1.0116 0.354
H 3.6193 6.9694 -0.0892 0.422
H 1.9739 5.1616 -0.0561 0.469
H 5.1452 2.2669 -0.0029 0.268
H 6.7843 4.0763 -0.0355 0.439
H 3.6410 0.8455 -0.0107 0.163
H 3.2705 -1.5581 0.0013 0.478
H 2.5444 -3.9432 0.0333 0.455
H 0.1525 -4.4540 0.0696 -0.086
H -4.4212 -0.0694 0.0466 -0.210
H -4.0021 2.3579 0.0286 0.452
H -1.6177 3.1691 0.0054 0.627
N -6.9052 -3.1211 0.0341 0.141
C -5.9261 -2.2122 0.0337 -0.239
N -4.7568 -2.8313 0.0349 -0.299
C -5.0948 -4.1543 0.0359 -0.080
N -6.3970 -4.3388 0.0355 -0.549
C -4.1449 -5.2418 0.0344 0.775
C -4.6074 -6.5692 0.0355 -0.260
N -3.7821 -7.5889 0.0362 -0.475
C -2.4901 -7.3145 0.0317 -0.499
C -2.0142 -6.0045 0.0258 -0.075
N -2.8364 -4.9553 0.0294 -0.309
H -7.9094 -2.9894 0.0333 0.221
H -6.1133 -1.1559 0.0319 0.564
H -5.6666 -6.7807 0.0361 0.507
H -1.8122 -8.1532 0.0325 0.418
H -0.9500 -5.8290 0.0163 0.424
```

Results
* E_LUMO: -6.4 eV
* total charge: +2
* orbital gap: 5.508 eV


The calculation returns the following relative energy (zero: lowest compared OMol25 entry of this formula, charge and spin) values, one per record and in order: 36.2; 16.0 kcal/mol.